Density functional theory data (ωB97M-V/def2-TZVPD) for a cluster of 2 separate species, C3H4ClNO2 in total at a distorted geometry.

- LUMO: 0.22 eV
- Largest force on an atom: 2.3 eV/A
- Spin multiplicity: 1
- Structure (SMILES): N=C=CO.O=CCl
- Orbital gap: 8.9 eV

Last columns: bonded neighbours and bond lengths (Å).
Positions of all 11 atoms, in Å:
1 C 1.151 -1.247 0.312  C2 1.328, N4 1.224
2 C 1.335 -0.058 -0.248  C1 1.328, O5 1.392, H8 1.082
3 C -1.704 0.285 -0.338  O6 1.193, Cl7 1.825, H9 1.093
4 N 1.233 -2.091 1.196  C1 1.224, H11 1.009
5 O 1.349 0.465 -1.538  C2 1.392, H10 1.013
6 O -1.732 -0.673 0.373  C3 1.193
7 Cl -3.257 0.905 -1.069  C3 1.825
8 H 1.787 0.644 0.440  C2 1.082
9 H -0.880 0.762 -0.875  C3 1.093
10 H 1.909 -0.083 -2.180  O5 1.013
11 H 0.499 -2.469 1.775  N4 1.009